(1)
DFT (wB97M-V/def2-TZVPD) results for a cluster of 11 separate species, C41H67F24O28P3 in total in a non-equilibrium geometry.

Bonds (Å) are listed after each position.
Geometry (Å):
1 C 11.724 16.285 9.935  C2 1.521, H10 1.094, H11 1.065, H12 1.112
2 C 12.695 16.015 11.074  C1 1.521, O3 1.478, H13 1.066, H14 1.083
3 O 11.849 16.430 12.213  C2 1.478, C4 1.286
4 C 12.312 16.212 13.393  O3 1.286, O5 1.262, C6 1.519
5 O 13.326 15.533 13.715  C4 1.262
6 C 11.462 16.805 14.504  C4 1.519, F7 1.366, F8 1.312, F9 1.365
7 F 10.382 15.999 14.726  C6 1.366
8 F 12.069 16.959 15.657  C6 1.312
9 F 10.926 17.989 14.090  C6 1.365
10 H 10.805 15.743 10.177  C1 1.094
11 H 11.992 16.006 8.943  C1 1.065
12 H 11.569 17.385 9.876  C1 1.112
13 H 13.585 16.600 11.107  C2 1.066
14 H 12.898 14.960 11.210  C2 1.083
15 C 17.309 16.087 17.060  C16 1.513, H24 1.087, H25 1.066, H26 1.105
16 C 16.154 15.485 16.290  C15 1.513, O17 1.445, H27 1.121, H28 1.067
17 O 15.142 15.212 17.284  C16 1.445, C18 1.351
18 C 15.309 14.047 17.946  O17 1.351, O19 1.155, C20 1.568
19 O 16.008 13.156 17.719  C18 1.155
20 C 14.367 14.107 19.197  C18 1.568, F21 1.348, F22 1.300, F23 1.320
21 F 14.844 13.480 20.291  C20 1.348
22 F 14.015 15.317 19.516  C20 1.300
23 F 13.236 13.468 18.964  C20 1.320
24 H 18.094 16.346 16.354  C15 1.087
25 H 17.584 15.410 17.836  C15 1.066
26 H 17.015 17.061 17.491  C15 1.105
27 H 16.434 14.508 15.819  C16 1.121
28 H 15.728 16.182 15.604  C16 1.067
29 C 21.520 9.149 12.149  C30 1.476, H38 1.098, H39 1.072, H40 1.090
30 C 21.466 9.942 13.393  C29 1.476, O31 1.463, H41 1.096, H42 1.119
31 O 22.445 11.025 13.302  C30 1.463, C32 1.333
32 C 22.024 12.236 12.939  O31 1.333, O33 1.178, C34 1.612
33 O 20.902 12.549 12.765  C32 1.178
34 C 23.187 13.351 12.872  C32 1.612, F35 1.350, F36 1.304, F37 1.349
35 F 22.819 14.297 13.763  C34 1.350
36 F 24.369 12.901 13.188  C34 1.304
37 F 23.215 13.908 11.644  C34 1.349
38 H 20.780 8.339 12.111  C29 1.098
39 H 22.447 8.613 12.102  C29 1.072
40 H 21.391 9.813 11.294  C29 1.090
41 H 21.755 9.467 14.337  C30 1.096
42 H 20.468 10.440 13.477  C30 1.119
43 C 11.557 19.965 7.468  C44 1.529, H52 1.059, H53 1.106, H54 1.104
44 C 10.994 20.785 8.630  C43 1.529, O45 1.464, H55 1.083, H56 1.089
45 O 11.685 20.332 9.838  C44 1.464, C46 1.295
46 C 12.606 21.125 10.285  O45 1.295, O47 1.211, C48 1.513
47 O 13.026 22.179 9.862  C46 1.211
48 C 13.260 20.406 11.445  C46 1.513, F49 1.293, F50 1.354, F51 1.324
49 F 14.223 19.696 10.956  C48 1.293
50 F 13.756 21.255 12.376  C48 1.354
51 F 12.542 19.561 12.168  C48 1.324
52 H 10.870 19.970 6.663  C43 1.059
53 H 11.809 18.920 7.727  C43 1.106
54 H 12.444 20.534 7.136  C43 1.104
55 H 9.966 20.493 8.808  C44 1.083
56 H 11.105 21.869 8.631  C44 1.089
57 C 24.328 15.185 16.663  C58 1.560, H66 1.098, H67 1.123, H68 1.128
58 C 23.790 16.465 15.953  C57 1.560, O59 1.495, H69 1.085, H70 1.072
59 O 22.928 17.237 16.899  C58 1.495, C60 1.283
60 C 21.724 16.827 17.067  O59 1.283, O61 1.217, C62 1.590
61 O 21.216 15.918 16.437  C60 1.217
62 C 20.836 17.713 18.044  C60 1.590, F63 1.287, F64 1.337, F65 1.364
63 F 21.573 18.563 18.668  C62 1.287
64 F 19.991 18.423 17.290  C62 1.337
65 F 20.126 16.959 18.933  C62 1.364
66 H 23.690 14.314 16.463  C57 1.098
67 H 24.344 15.370 17.770  C57 1.123
68 H 25.375 14.934 16.327  C57 1.128
69 H 23.255 16.219 15.042  C58 1.085
70 H 24.579 17.182 15.835  C58 1.072
71 C 18.392 19.968 20.015  C72 1.566, H80 1.126, H81 1.059, H82 1.089
72 C 17.894 21.054 19.002  C71 1.566, O73 1.424, H83 1.089, H84 1.092
73 O 18.556 20.867 17.755  C72 1.424, C74 1.361
74 C 17.855 20.431 16.673  O73 1.361, O75 1.166, C76 1.570
75 O 16.834 19.877 16.770  C74 1.166
76 C 18.738 20.694 15.402  C74 1.570, F77 1.313, F78 1.389, F79 1.326
77 F 18.735 19.596 14.683  C76 1.313
78 F 18.173 21.705 14.635  C76 1.389
79 F 19.996 20.971 15.720  C76 1.326
80 H 18.259 18.964 19.524  C71 1.126
81 H 17.737 20.049 20.843  C71 1.059
82 H 19.426 20.110 20.327  C71 1.089
83 H 18.062 22.106 19.229  C72 1.089
84 H 16.822 20.869 18.915  C72 1.092
85 C 16.701 21.838 9.202  C86 1.480, H94 1.081, H95 1.079, H96 1.096
86 C 17.534 20.619 9.106  C85 1.480, O87 1.478, H97 1.057, H98 1.119
87 O 16.661 19.548 8.579  C86 1.478, C88 1.295
88 C 17.351 18.499 8.265  O87 1.295, O89 1.203, C90 1.544
89 O 18.546 18.364 8.308  C88 1.203
90 C 16.356 17.383 7.881  C88 1.544, F91 1.349, F92 1.371, F93 1.356
91 F 15.470 17.770 6.940  C90 1.349
92 F 17.038 16.308 7.374  C90 1.371
93 F 15.732 16.943 9.002  C90 1.356
94 H 15.822 21.634 9.797  C85 1.081
95 H 16.527 22.346 8.266  C85 1.079
96 H 17.300 22.545 9.789  C85 1.096
97 H 17.889 20.262 10.035  C86 1.057
98 H 18.393 20.671 8.392  C86 1.119
99 C 18.372 12.258 15.470  C100 1.490, H108 1.063, H109 1.100, H110 1.078
100 C 19.117 13.546 15.383  C99 1.490, O101 1.473, H111 1.062, H112 1.106
101 O 19.802 13.636 16.685  C100 1.473, C102 1.316
102 C 20.866 12.895 16.908  O101 1.316, O103 1.182, C104 1.542
103 O 21.351 12.172 16.110  C102 1.182
104 C 21.189 12.945 18.415  C102 1.542, F105 1.371, F106 1.380, F107 1.338
105 F 20.428 12.109 19.192  C104 1.371
106 F 22.491 12.581 18.688  C104 1.380
107 F 21.060 14.166 18.948  C104 1.338
108 H 17.906 12.141 16.418  C99 1.063
109 H 19.076 11.412 15.451  C99 1.100
110 H 17.729 12.052 14.630  C99 1.078
111 H 18.494 14.405 15.355  C100 1.062
112 H 19.932 13.428 14.645  C100 1.106
113 C 19.524 16.560 13.447  O114 1.479, H121 1.053, H122 1.041, H123 1.063
114 O 18.076 16.748 13.679  C113 1.479, P115 1.624
115 P 17.140 17.318 12.480  O114 1.624, O116 1.486, O117 1.535, O119 1.548
116 O 17.698 18.512 11.794  P115 1.486
117 O 16.962 16.067 11.608  P115 1.535, C118 1.467
118 C 16.304 14.852 12.099  O117 1.467, H124 1.079, H125 1.119, H126 1.075
119 O 15.759 17.563 13.135  P115 1.548, C120 1.412
120 C 15.535 18.656 14.001  O119 1.412, H127 1.113, H128 1.075, H129 1.138
121 H 19.990 17.013 14.275  C113 1.053
122 H 19.817 17.037 12.568  C113 1.041
123 H 19.691 15.515 13.334  C113 1.063
124 H 15.330 15.155 12.450  C118 1.079
125 H 16.842 14.442 12.990  C118 1.119
126 H 16.323 14.093 11.338  C118 1.075
127 H 14.479 18.666 14.352  C120 1.113
128 H 15.676 19.569 13.451  C120 1.075
129 H 16.241 18.596 14.891  C120 1.138
130 C 21.354 16.970 9.628  O131 1.434, H138 1.157, H139 1.100, H140 1.079
131 O 21.654 16.782 11.017  C130 1.434, P132 1.599
132 P 22.744 17.760 11.661  O131 1.599, O133 1.497, O134 1.595, O136 1.569
133 O 22.906 17.431 13.113  P132 1.497
134 O 22.280 19.246 11.318  P132 1.595, C135 1.424
135 C 21.281 19.759 12.194  O134 1.424, H141 1.037, H142 1.139, H143 1.065
136 O 24.043 17.633 10.790  P132 1.569, C137 1.413
137 C 25.251 18.118 11.339  O136 1.413, H144 1.104, H145 1.086, H146 1.116
138 H 21.711 17.995 9.228  C130 1.157
139 H 20.260 16.996 9.511  C130 1.100
140 H 21.744 16.080 9.160  C130 1.079
141 H 21.058 19.033 12.901  C135 1.037
142 H 20.292 19.861 11.638  C135 1.139
143 H 21.599 20.667 12.651  C135 1.065
144 H 25.244 19.218 11.252  C137 1.104
145 H 26.102 17.739 10.780  C137 1.086
146 H 25.235 17.788 12.404  C137 1.116
147 C 9.027 13.460 12.065  O148 1.436, H155 1.090, H156 1.071, H157 1.052
148 O 9.709 12.428 12.793  C147 1.436, P149 1.591
149 P 11.185 12.047 12.336  O148 1.591, O150 1.457, O151 1.582, O153 1.594
150 O 11.961 13.149 11.783  P149 1.457
151 O 11.012 10.797 11.382  P149 1.582, C152 1.452
152 C 10.297 9.596 11.777  O151 1.452, H158 1.101, H159 1.075, H160 1.098
153 O 11.842 11.352 13.611  P149 1.594, C154 1.491
154 C 12.012 12.296 14.752  O153 1.491, H161 1.067, H162 1.094, H163 1.064
155 H 7.973 13.265 12.265  C147 1.090
156 H 9.132 13.229 11.024  C147 1.071
157 H 9.315 14.420 12.384  C147 1.052
158 H 10.959 9.122 12.518  C152 1.101
159 H 10.059 9.045 10.885  C152 1.075
160 H 9.312 9.865 12.181  C152 1.098
161 H 11.075 12.591 15.171  C154 1.067
162 H 12.551 13.175 14.390  C154 1.094
163 H 12.568 11.747 15.474  C154 1.064

For the relative energy (zero: lowest compared OMol25 entry of this formula, charge and spin), the calculation gives 19.5 kJ/mol. The molar mass comes out at 1556.83 g mol⁻¹. Its SMILES is CCOC(=O)C(F)(F)F.CCOC(=O)C(F)(F)F.CCOC(=O)C(F)(F)F.CCOC(=O)C(F)(F)F.CCOC(=O)C(F)(F)F.CCOC(=O)C(F)(F)F.CCOC(=O)C(F)(F)F.CCOC(=O)C(F)(F)F.COP(=O)(OC)OC.COP(=O)(OC)OC.COP(=O)(OC)OC. The gap between HOMO and LUMO is 10.9 eV. Its net charge is 0. The LUMO energy is 0.57 eV. The HOMO energy is -10.354 eV.

Mulliken atomic charge list, values in e, 5 entries: atom 1 (C): -1.2106, atom 2 (C): 0.4363, atom 3 (O): -0.3306, atom 4 (C): 0.3280, atom 5 (O): -0.1572

---

(2)
DFT (wB97M-V/def2-TZVPD) results for a cluster of 8 separate species, C41H68BrN10O4S in total in a non-equilibrium geometry.

Bonds (Å) are listed after each position.
Geometry (Å):
1 O 4.341 2.813 -1.911  C2 1.336
2 C 4.009 1.586 -1.498  O1 1.336, C3 1.673, H23 1.186
3 C 5.115 0.378 -1.158  C2 1.673, N4 1.509, H24 1.182, H25 1.169
4 N 4.521 -0.890 -1.720  C3 1.509, C5 1.507, C18 1.502
5 C 3.610 -1.527 -0.703  N4 1.507, C6 1.659, H26 1.195, H27 1.194
6 C 2.690 -2.776 -1.291  C5 1.659, C7 1.654, H28 1.169, H29 1.194
7 C 1.346 -2.227 -2.082  C6 1.654, C8 1.657, H30 1.187, H31 1.194
8 C 0.192 -3.394 -2.312  C7 1.657, C9 1.640, H32 1.185, H33 1.180
9 C -0.988 -3.405 -1.173  C8 1.640, C10 1.640, H34 1.193, H35 1.193
10 C -2.038 -2.147 -1.246  C9 1.640, C11 1.657, H36 1.193, H37 1.180
11 C -3.365 -2.427 -2.198  C10 1.657, S12 1.888, H38 1.194, H39 1.177
12 S -4.938 -2.777 -1.213  C11 1.888, C13 1.892
13 C -6.380 -1.729 -1.848  S12 1.892, N14 1.524, O17 1.478
14 N -6.684 -1.209 -3.248  C13 1.524, N15 1.402
15 N -7.861 -0.455 -3.133  N14 1.402, C16 1.543
16 C -8.385 -0.455 -1.682  N15 1.543, O17 1.494, H40 1.190
17 O -7.430 -1.297 -0.901  C13 1.478, C16 1.494
18 C 5.531 -1.825 -2.320  N4 1.502, Br19 1.996, C20 1.673, H41 1.194
19 Br 6.195 -3.289 -1.135  C18 1.996
20 C 5.042 -2.501 -3.771  C18 1.673, O21 1.340, O22 1.501
21 O 3.834 -2.280 -4.306  C20 1.340
22 O 6.084 -3.334 -4.459  C20 1.501
23 H 2.856 1.354 -1.344  C2 1.186
24 H 5.162 0.319 0.021  C3 1.182
25 H 6.115 0.732 -1.650  C3 1.169
26 H 2.815 -0.686 -0.404  C5 1.195
27 H 4.142 -1.797 0.331  C5 1.194
28 H 3.302 -3.580 -1.880  C6 1.169
29 H 2.275 -3.334 -0.320  C6 1.194
30 H 1.611 -1.656 -3.089  C7 1.187
31 H 0.829 -1.420 -1.370  C7 1.194
32 H -0.321 -3.137 -3.349  C8 1.185
33 H 0.696 -4.453 -2.438  C8 1.180
34 H -1.650 -4.393 -1.268  C9 1.193
35 H -0.548 -3.445 -0.065  C9 1.193
36 H -2.450 -1.819 -0.176  C10 1.193
37 H -1.484 -1.206 -1.691  C10 1.180
38 H -3.569 -1.496 -2.917  C11 1.194
39 H -3.166 -3.381 -2.858  C11 1.177
40 H -9.359 0.105 -1.291  C16 1.190
41 H 6.492 -1.181 -2.618  C18 1.194
42 C 0.982 0.927 4.035  C43 1.523, H47 1.094, H48 1.095, H49 1.095
43 C 2.500 0.807 3.990  C42 1.523, C44 1.528, H50 1.097, H51 1.097
44 C 3.005 0.045 2.766  C43 1.528, C45 1.469, H52 1.097, H53 1.096
45 C 2.607 -1.368 2.783  C44 1.469, N46 1.161
46 N 2.288 -2.485 2.793  C45 1.161
47 H 0.504 -0.054 4.128  C42 1.094
48 H 0.679 1.528 4.898  C42 1.095
49 H 0.599 1.413 3.133  C42 1.095
50 H 2.852 0.324 4.909  C43 1.097
51 H 2.927 1.816 3.974  C43 1.097
52 H 4.100 0.104 2.740  C44 1.097
53 H 2.643 0.524 1.849  C44 1.096
54 C 0.284 1.750 -6.887  C55 1.523, H59 1.094, H60 1.095, H61 1.095
55 C 1.692 1.176 -6.802  C54 1.523, C56 1.528, H62 1.097, H63 1.097
56 C 1.814 0.034 -5.794  C55 1.528, C57 1.469, H64 1.097, H65 1.096
57 C 1.603 0.484 -4.412  C56 1.469, N58 1.161
58 N 1.432 0.836 -3.319  C57 1.161
59 H -0.021 2.209 -5.942  C54 1.094
60 H 0.240 2.523 -7.662  C54 1.095
61 H -0.443 0.973 -7.143  C54 1.095
62 H 2.395 1.979 -6.552  C55 1.097
63 H 1.974 0.799 -7.792  C55 1.097
64 H 2.816 -0.403 -5.876  C56 1.097
65 H 1.102 -0.762 -6.040  C56 1.096
66 C -5.703 2.027 -2.890  C67 1.523, H71 1.094, H72 1.095, H73 1.095
67 C -4.207 2.231 -2.691  C66 1.523, C68 1.528, H74 1.097, H75 1.097
68 C -3.602 3.231 -3.675  C67 1.528, C69 1.469, H76 1.097, H77 1.096
69 C -3.644 2.747 -5.061  C68 1.469, N70 1.161
70 N -3.681 2.367 -6.158  C69 1.161
71 H -5.923 1.589 -3.868  C66 1.094
72 H -6.094 1.348 -2.125  C66 1.095
73 H -6.243 2.976 -2.808  C66 1.095
74 H -3.697 1.264 -2.771  C67 1.097
75 H -4.039 2.599 -1.672  C67 1.097
76 H -2.557 3.414 -3.395  C68 1.097
77 H -4.121 4.193 -3.600  C68 1.096
78 C 10.193 -5.803 1.402  C79 1.523, H83 1.094, H84 1.095, H85 1.095
79 C 9.514 -6.977 0.708  C78 1.523, C80 1.528, H86 1.097, H87 1.097
80 C 8.253 -6.576 -0.055  C79 1.528, C81 1.469, H88 1.097, H89 1.096
81 C 7.183 -6.113 0.839  C80 1.469, N82 1.161
82 N 6.338 -5.743 1.544  C81 1.161
83 H 9.553 -5.370 2.176  C78 1.094
84 H 11.119 -6.136 1.882  C78 1.095
85 H 10.448 -5.017 0.684  C78 1.095
86 H 9.279 -7.749 1.450  C79 1.097
87 H 10.225 -7.420 -0.001  C79 1.097
88 H 7.892 -7.443 -0.621  C80 1.097
89 H 8.490 -5.797 -0.789  C80 1.096
90 C 1.135 -0.633 7.875  C91 1.523, H95 1.094, H96 1.095, H97 1.095
91 C -0.230 -0.862 8.510  C90 1.523, C92 1.528, H98 1.097, H99 1.097
92 C -1.258 -1.434 7.535  C91 1.528, C93 1.469, H100 1.097, H101 1.096
93 C -1.596 -0.489 6.462  C92 1.469, N94 1.161
94 N -1.860 0.254 5.610  C93 1.161
95 H 1.088 0.120 7.082  C90 1.094
96 H 1.845 -0.278 8.629  C90 1.095
97 H 1.529 -1.560 7.448  C90 1.095
98 H -0.594 0.082 8.935  C91 1.097
99 H -0.112 -1.563 9.344  C91 1.097
100 H -2.171 -1.681 8.090  C92 1.097
101 H -0.886 -2.371 7.105  C92 1.096
102 C -6.916 7.330 -7.000  C103 1.523, H107 1.094, H108 1.095, H109 1.095
103 C -5.508 6.755 -6.915  C102 1.523, C104 1.528, H110 1.097, H111 1.097
104 C -5.386 5.613 -5.907  C103 1.528, C105 1.469, H112 1.097, H113 1.096
105 C -5.597 6.063 -4.524  C104 1.469, N106 1.161
106 N -5.768 6.416 -3.432  C105 1.161
107 H -7.221 7.789 -6.055  C102 1.094
108 H -6.960 8.102 -7.775  C102 1.095
109 H -7.643 6.552 -7.256  C102 1.095
110 H -4.805 7.558 -6.665  C103 1.097
111 H -5.226 6.379 -7.905  C103 1.097
112 H -4.384 5.176 -5.989  C104 1.097
113 H -6.098 4.817 -6.153  C104 1.096
114 C -4.418 3.335 10.565  C115 1.523, H119 1.094, H120 1.095, H121 1.095
115 C -2.900 3.215 10.519  C114 1.523, C116 1.528, H122 1.097, H123 1.097
116 C -2.395 2.454 9.295  C115 1.528, C117 1.469, H124 1.097, H125 1.096
117 C -2.793 1.040 9.312  C116 1.469, N118 1.161
118 N -3.112 -0.076 9.322  C117 1.161
119 H -4.896 2.355 10.658  C114 1.094
120 H -4.721 3.937 11.428  C114 1.095
121 H -4.801 3.821 9.662  C114 1.095
122 H -2.548 2.732 11.439  C115 1.097
123 H -2.473 4.225 10.504  C115 1.097
124 H -1.300 2.513 9.270  C116 1.097
125 H -2.757 2.933 8.379  C116 1.096

The molar mass comes out at 877.03 g mol⁻¹. The gap between HOMO and LUMO is 6.1 eV. Its net charge is -1. The LUMO energy is 1.42 eV. The HOMO energy is -4.728 eV.

Mulliken atomic charge list, values in e, 5 entries: atom 1 (O): -0.6078, atom 2 (C): 0.2210, atom 3 (C): -0.2512, atom 4 (N): 0.3113, atom 5 (C): -0.6246